No. 1
DFT (the ωB97M-V functional and the def2-TZVPD basis) results for a single C2HClF2O2 molecule.

Gap between HOMO and LUMO = 11.693 eV
Highest occupied orbital energy = -0.42852 Ha

Structure (ORCA input):
```
! RIJCOSX wB97M-V def2-TZVPD def2/J DEFGRID3
* xyz 0 1
Cl -1.276 1.536 -0.875
F 3.279 0.397 -0.434
F -0.811 0.655 1.386
O 1.943 0.078 -0.217
O 1.576 2.274 0.740
C -0.212 0.636 0.142
C 1.125 1.316 0.297
H 0.047 -0.456 -0.105
*
```

***

No. 2
DFT (the ωB97M-V functional and the def2-TZVPD basis) results for 2 unconnected molecules or ions with the total composition C2HClF2O2.

Gap between HOMO and LUMO (alpha / beta) = 8.278 / 7.186 eV
Highest occupied orbital energy (alpha / beta) = -0.27521 / -0.42076 Ha
<S²> = 2.01

Structure (ORCA input):
```
! RIJCOSX wB97M-V def2-TZVPD def2/J DEFGRID3
* xyz 0 3
Cl -0.229 2.386 1.274
F 0.759 1.467 -0.991
F -1.353 1.050 -0.626
O 0.421 -1.565 -1.107
O -0.010 -0.613 0.828
C -0.193 1.363 -0.079
C 0.245 -1.502 0.052
H 0.360 -2.587 0.649
*
```

***

No. 3
DFT (the ωB97M-V functional and the def2-TZVPD basis) results for a single C2HClF2O4S molecule.

Gap between HOMO and LUMO = 11.508 eV
Highest occupied orbital energy = -0.44541 Ha

Structure (ORCA input):
```
! RIJCOSX wB97M-V def2-TZVPD def2/J DEFGRID3
* xyz 0 1
Cl 0.672 -2.051 -2.011
S -1.146 0.175 1.544
F -1.299 -1.328 1.233
F 2.088 0.052 -1.949
O 0.422 1.847 0.283
O -2.330 0.852 1.186
O -0.626 0.303 2.853
O 0.931 -0.353 -0.111
C 0.931 -0.374 -1.511
C 0.232 0.676 0.417
H 0.125 0.201 -1.934
*
```

***

No. 4
DFT (the ωB97M-V functional and the def2-TZVPD basis) results for a single C2HClF2S molecule.

Gap between HOMO and LUMO (alpha / beta) = 8.300 / 8.300 eV
Highest occupied orbital energy (alpha / beta) = -0.35850 / -0.35849 Ha

Structure (ORCA input):
```
! RIJCOSX wB97M-V def2-TZVPD def2/J DEFGRID3
* xyz 0 1
Cl 2.132 0.398 0.344
S 0.893 -2.104 -0.142
F -0.549 1.566 0.509
F -0.955 0.412 -1.311
C -0.619 0.290 0.021
C 0.674 -0.486 0.064
H -1.575 -0.076 0.515
*
```

***

No. 5
DFT (the ωB97M-V functional and the def2-TZVPD basis) results for 2 unconnected molecules or ions with the total composition C2HClF2S.

Gap between HOMO and LUMO (alpha / beta) = 6.138 / 6.140 eV
Highest occupied orbital energy (alpha / beta) = -0.35319 / -0.35323 Ha

Structure (ORCA input):
```
! RIJCOSX wB97M-V def2-TZVPD def2/J DEFGRID3
* xyz 0 1
Cl 2.440 -0.412 -1.154
S 0.247 -1.672 1.368
F -0.745 -0.294 -2.059
F -0.497 -2.444 -1.674
C 0.116 -0.820 -0.021
C -0.265 -1.223 -1.290
H 0.363 0.331 -0.091
*
```

***

No. 6
DFT (the ωB97M-V functional and the def2-TZVPD basis) results for a single C2HClF2S molecule.

Gap between HOMO and LUMO = 8.392 eV
Highest occupied orbital energy = -0.35470 Ha

Structure (ORCA input):
```
! RIJCOSX wB97M-V def2-TZVPD def2/J DEFGRID3
* xyz 0 1
Cl 0.786 -0.836 1.144
S -2.146 -0.047 -0.090
F 1.089 1.418 0.011
F 1.437 -0.349 -1.245
C 0.635 0.175 -0.288
C -0.788 0.473 -0.688
H -0.836 1.448 -1.045
*
```

***

E_tot
In order: -887.058477 -887.028187 -1435.848324 -1134.881085 -1134.795049 -1134.876171
Unit: Eh